(1)
This record from the Open Molecules 2025 dataset describes a single C18H20N2O7S2 molecule in a non-equilibrium geometry. The level of theory is the ωB97M-V functional and the def2-TZVPD basis.

The SMILES is O=S(=O)(Nc1cccc(S(=O)(=O)N2CCOCC2)c1)c1ccc2c(c1)OCCO2. The calculated total energy comes out at -57972.358 eV. For the LUMO energy, the calculation gives 0.4 eV. For the HOMO-LUMO gap, the calculation gives 9.425 eV. Its energy above the lowest of the compared OMol25 structures with the same formula, charge and spin is 0.00 kJ/mol.

Geometry as XYZ:
```
49
Properties=species:S:1:pos:R:3:forces:R:3:nbo_charge:R:1
S -3.533 0.522 0.722 -0.14 -0.33 -0.05 2.3370
S 1.111 2.948 -1.157 0.53 0.05 0.49 2.3216
O -4.324 1.590 0.195 0.33 0.21 -0.20 -0.9296
O 1.963 3.970 -1.678 0.20 -0.04 0.23 -0.9232
O -1.782 -1.872 -2.579 0.22 0.00 -0.09 -0.5226
O 4.138 -1.758 0.702 0.14 0.29 -0.21 -0.4752
O 1.376 -1.980 0.041 -0.16 0.26 0.01 -0.4936
O -4.111 -0.357 1.697 0.38 -0.03 0.06 -0.9417
O -0.060 2.561 -1.877 -0.11 -0.22 0.15 -0.9313
N 0.643 3.482 0.382 0.23 0.35 -1.04 -0.8548
N -3.055 -0.426 -0.557 -0.52 0.52 0.71 -0.6762
C 3.336 -2.831 1.153 -0.49 -0.32 -0.01 -0.0979
C -0.077 2.568 1.154 -0.68 -0.61 0.46 0.2114
C 3.413 1.606 -0.464 0.15 0.07 0.00 -0.1946
C -0.280 1.092 3.049 -0.04 0.02 -0.03 -0.2000
C -2.661 0.242 -1.778 0.07 0.16 -0.57 -0.2712
C 0.432 2.045 2.341 -0.04 0.13 -0.15 -0.2366
C -1.324 2.144 0.698 0.11 0.21 0.03 -0.2442
C -2.211 -2.522 -1.406 -0.07 0.05 0.36 -0.0718
C -2.000 1.171 1.401 -0.52 -0.31 -0.20 -0.3228
C 2.061 1.498 -0.730 -0.41 0.43 -0.35 -0.3560
C -1.493 0.628 2.566 -0.06 -0.11 0.12 -0.1972
C -2.227 -1.559 -0.216 0.26 -0.59 0.01 -0.2603
C 2.064 -0.811 -0.104 0.22 0.20 -0.04 0.2847
C 2.215 -3.112 0.155 0.49 -0.21 0.16 -0.0990
C -2.634 -0.795 -2.903 -0.13 0.29 0.12 -0.0727
C 4.098 0.498 -0.004 -0.17 -0.14 0.03 -0.2401
C 3.431 -0.707 0.202 -0.21 0.08 0.01 0.2376
C 1.386 0.308 -0.566 0.04 -0.37 0.01 -0.2472
H 0.121 0.700 3.971 0.03 -0.04 0.07 0.2224
H 2.899 -2.581 2.129 0.07 -0.04 -0.08 0.1826
H 1.431 3.905 0.851 0.13 0.07 -0.02 0.4055
H -3.653 -1.170 -3.080 0.06 0.06 -0.02 0.1695
H -3.402 1.016 -1.977 0.10 0.02 -0.18 0.2432
H -1.669 0.708 -1.694 -0.07 -0.04 -0.02 0.1981
H -2.236 -0.355 -3.818 -0.10 0.03 0.06 0.2041
H 4.002 -3.689 1.257 -0.11 0.04 0.01 0.2076
H -2.671 -2.030 0.661 0.15 -0.16 -0.04 0.2364
H 1.581 -3.933 0.491 0.10 0.02 -0.02 0.2069
H -1.195 -1.253 0.014 -0.08 -0.05 0.00 0.1873
H -3.222 -2.931 -1.554 0.07 -0.02 0.03 0.1701
H -1.747 2.574 -0.193 -0.05 0.10 -0.09 0.2636
H 2.648 -3.354 -0.824 -0.07 0.00 0.07 0.1867
H -2.065 -0.127 3.079 -0.01 -0.09 0.12 0.2471
H 1.389 2.391 2.706 0.13 0.00 0.01 0.2146
H 0.342 0.236 -0.818 -0.17 -0.11 -0.02 0.2488
H -1.505 -3.335 -1.231 -0.10 0.03 0.07 0.1959
H 3.908 2.549 -0.629 0.15 0.09 0.00 0.2423
H 5.152 0.539 0.218 0.13 0.02 0.03 0.2350
```
Positions in Å, forces in eV/Å.

(2)
This record from the Open Molecules 2025 dataset describes a molecular structure, C18H20N4O3 in a non-equilibrium geometry. The level of theory is the ωB97M-V functional and the def2-TZVPD basis.

The calculated total energy comes out at -31077.020 eV. For the LUMO energy, the calculation gives -1.4 eV. For the HOMO-LUMO gap, the calculation gives 6.892 eV. Its energy above the lowest of the compared OMol25 structures with the same formula, charge and spin is 1735.47 kJ/mol.

Geometry as XYZ:
```
45
Properties=species:S:1:pos:R:3:forces:R:3:nbo_charge:R:1
O -1.419 -0.837 2.399 4.19 2.48 -2.13 -0.6925
O 5.593 1.539 -1.027 2.03 9.77 -6.75 -0.2332
O 6.674 -0.263 -0.032 -4.16 4.11 -1.74 -0.5823
N -0.599 1.225 1.431 -12.42 -10.98 2.51 -0.6409
N 0.710 -0.570 1.734 5.80 -7.25 1.10 -0.6032
N 5.541 0.650 -0.409 5.67 -13.93 7.39 0.5161
N -2.742 1.562 -1.074 0.77 -0.48 0.08 -0.4325
C 3.311 1.187 -0.255 -0.35 -8.42 3.54 -0.1532
C -3.769 0.486 -0.844 4.93 -0.79 -2.14 -0.2152
C -0.166 -2.797 -0.744 2.34 -5.50 -0.07 -0.2434
C -1.133 -0.124 -1.363 4.49 -16.05 2.66 -0.0566
C 0.093 -0.641 -1.860 0.87 -3.07 1.51 -0.1945
C 0.669 -2.190 -1.568 -2.42 8.01 -1.12 -0.1904
C -0.432 -0.152 1.856 -11.19 5.04 1.35 0.8045
C -3.271 -0.965 -0.258 -7.19 5.60 3.65 -0.4752
C -2.030 1.590 1.359 -0.86 4.55 4.22 -0.2608
C 3.042 -1.062 1.525 -5.52 -3.82 1.52 -0.1962
C 1.850 -0.356 1.053 4.93 1.53 -0.74 0.2305
C -1.994 -1.244 -0.605 6.46 1.42 -4.80 0.0305
C 2.063 0.718 0.084 -1.23 -0.99 4.00 -0.2351
C -1.504 1.025 -1.734 -8.49 9.44 -4.24 -0.3051
C 4.345 0.159 0.067 -2.74 2.27 0.34 0.0172
C -1.474 -2.506 -0.561 -3.16 2.33 3.22 -0.2224
C -2.504 2.406 0.038 -1.73 -1.92 4.29 -0.2164
C 4.220 -0.959 0.939 -1.22 4.98 -2.81 -0.1496
H -1.789 1.237 -2.821 0.63 -1.12 0.79 0.2219
H 3.373 1.826 -0.993 0.94 3.75 -3.04 0.2269
H 2.852 -2.064 2.225 0.45 3.00 -1.52 0.2159
H 0.094 -3.829 -0.362 0.06 1.02 -0.37 0.2076
H 1.187 1.300 0.183 -0.46 0.94 -1.81 0.2007
H -2.126 -3.058 0.142 0.72 -0.72 -0.78 0.2197
H 0.924 -0.032 -2.306 -1.36 -0.22 0.06 0.1974
H 0.611 -1.524 2.168 1.05 0.81 -0.46 0.4370
H 5.012 -1.463 1.244 3.53 -2.26 0.88 0.2554
H -0.714 1.601 -1.613 3.38 3.87 0.73 0.2171
H 0.095 1.700 1.299 8.93 7.19 -1.66 0.3535
H -1.706 3.099 -0.055 0.31 1.09 -0.86 0.1953
H -2.823 0.921 1.884 2.20 0.27 -1.69 0.2759
H -4.067 -1.580 -0.697 0.41 -0.56 0.79 0.2438
H -3.439 -0.664 0.937 0.51 -1.94 -2.83 0.2549
H -4.478 1.060 -0.443 -3.31 1.17 2.69 0.2004
H -4.077 0.412 -1.843 -0.80 -1.14 -1.57 0.1892
H 1.641 -2.141 -1.984 0.93 -1.36 0.29 0.2324
H -2.135 2.443 2.425 0.14 -1.65 -3.20 0.1557
H -3.507 2.873 0.459 1.98 -0.45 -1.29 0.1994
```
Positions in Å, forces in eV/Å.

(3)
This record from the Open Molecules 2025 dataset describes a single C18H20N4O3 molecule in a non-equilibrium geometry. The level of theory is the ωB97M-V functional and the def2-TZVPD basis.

The SMILES is CCCc1[nH]nc2c1[C@@H](c1cc(OC)cc(OC)c1)C(C#N)=C(N)O2. The calculated total energy comes out at -31092.576 eV. For the LUMO energy, the calculation gives 0.7 eV. For the HOMO-LUMO gap, the calculation gives 8.944 eV. Its energy above the lowest of the compared OMol25 structures with the same formula, charge and spin is 234.53 kJ/mol.

Geometry as XYZ:
```
45
Properties=species:S:1:pos:R:3:forces:R:3:nbo_charge:R:1
O -3.046 -2.613 1.088 -0.30 -0.26 -0.33 -0.4467
O 2.291 -2.170 -1.298 -0.33 0.13 0.11 -0.4923
O 1.694 2.427 -2.372 0.12 -0.39 0.06 -0.5099
N -1.259 -0.961 3.480 -0.03 0.21 -0.42 -0.3230
N -4.090 -3.069 -0.850 0.22 0.03 0.42 -0.7996
N -3.268 -0.544 -3.192 -0.09 0.04 -0.32 -0.3526
N -2.013 -2.005 3.108 -0.57 -0.87 -0.26 -0.2964
C 1.166 1.302 -1.813 0.09 -0.11 0.05 0.4213
C -0.204 1.139 2.623 0.28 -0.24 -0.05 -0.4385
C -3.254 -2.210 -0.195 -0.30 0.02 -0.26 0.5862
C -3.042 -0.788 -2.090 -0.20 -0.04 -0.49 0.2891
C -1.873 -0.080 -0.016 0.06 -0.02 0.06 -0.2324
C -2.759 -1.073 -0.751 0.28 -0.03 1.13 -0.3575
C 1.996 0.181 -1.849 0.21 0.04 -0.10 -0.3942
C 2.136 2.057 2.368 -0.05 -0.24 0.02 -0.6028
C -1.732 -0.566 1.387 -0.25 -0.16 0.13 -0.1849
C 0.300 -1.096 -0.724 0.07 0.00 -0.08 -0.2582
C 1.273 0.803 2.368 -0.01 0.30 -0.02 -0.3851
C 0.897 3.585 -2.429 -0.16 0.21 -0.01 -0.2532
C 1.564 -1.020 -1.311 -0.22 0.07 0.09 0.3279
C 3.565 -2.163 -1.896 0.22 0.00 -0.10 -0.2521
C -1.058 -0.067 2.483 -0.26 -0.06 -0.06 0.1978
C -0.516 0.018 -0.682 0.32 -0.08 -0.13 0.0285
C -0.089 1.222 -1.228 -0.02 0.31 -0.06 -0.3788
C -2.298 -1.770 1.842 0.90 1.04 0.82 0.4160
H 0.650 3.953 -1.427 0.00 -0.03 -0.04 0.1721
H 1.825 2.729 1.572 -0.01 0.12 -0.09 0.2033
H 3.507 -1.911 -2.959 0.01 0.00 0.04 0.1787
H -0.025 3.410 -2.991 0.03 0.00 0.03 0.1821
H -0.528 1.883 1.893 -0.04 0.08 0.05 0.2233
H 4.241 -1.464 -1.393 -0.03 -0.02 -0.03 0.1754
H 1.499 4.331 -2.946 -0.08 -0.02 0.04 0.2006
H 3.948 -3.177 -1.786 0.02 0.09 -0.03 0.2004
H 2.054 2.584 3.316 0.03 0.11 0.09 0.1982
H -4.128 -3.007 -1.853 -0.01 -0.01 -0.01 0.4123
H 1.624 0.113 3.138 -0.01 -0.09 -0.03 0.1942
H -0.912 -0.919 4.424 -0.07 -0.02 -0.11 0.4100
H 1.359 0.301 1.403 0.00 -0.08 0.03 0.2187
H -0.316 1.564 3.624 -0.05 0.11 -0.03 0.2132
H 2.962 0.294 -2.311 0.13 -0.03 -0.06 0.2301
H -4.212 -3.975 -0.430 0.01 -0.01 -0.07 0.4054
H -2.345 0.913 -0.033 0.07 -0.13 -0.04 0.2209
H 3.179 1.798 2.207 0.12 0.06 -0.01 0.2139
H -0.019 -2.037 -0.305 -0.06 -0.14 0.07 0.2203
H -0.745 2.077 -1.194 -0.07 0.12 -0.01 0.2186
```
Positions in Å, forces in eV/Å.

(4)
This record from the Open Molecules 2025 dataset describes a single C18H20N4O3 molecule in a non-equilibrium geometry. The level of theory is the ωB97M-V functional and the def2-TZVPD basis.

The SMILES is CC(=O)c1ccc2oc3c(=O)[nH]c(CN4CCN(C)CC4)nc3c2c1. The calculated total energy comes out at -31092.876 eV. For the LUMO energy, the calculation gives 0.0 eV. For the HOMO-LUMO gap, the calculation gives 8.741 eV. Its energy above the lowest of the compared OMol25 structures with the same formula, charge and spin is 205.62 kJ/mol.

Geometry as XYZ:
```
45
Properties=species:S:1:pos:R:3:forces:R:3:nbo_charge:R:1
O 1.037 -2.968 -6.944 -0.52 0.79 0.68 -0.5466
O 3.687 -0.431 -1.805 1.69 0.67 0.69 -0.3851
O 3.669 0.594 1.125 -0.40 -0.29 -0.28 -0.6103
N -0.929 0.446 2.548 0.66 -0.75 0.02 -0.4543
N -2.347 2.545 4.017 -0.41 -0.40 -0.60 -0.4462
N 0.387 -1.016 -0.532 0.54 0.92 0.69 -0.4865
N 1.598 -0.178 1.316 -2.99 -0.49 -0.44 -0.5886
C -0.866 -3.056 -5.520 0.36 1.37 -0.85 -0.7057
C -0.849 -0.602 1.485 -0.81 0.21 1.40 -0.2778
C -1.120 1.771 1.951 -0.03 -0.18 -0.22 -0.2314
C -2.610 3.684 4.924 -0.56 -0.20 -1.46 -0.4076
C 2.719 0.024 0.582 4.69 1.69 0.48 0.6035
C -1.341 2.864 2.973 -0.71 -0.21 1.11 -0.2273
C 1.420 -1.955 -4.893 -0.39 0.98 1.58 -0.1872
C 0.424 -0.585 0.715 0.84 -0.69 -2.07 0.4675
C 3.608 -1.141 -4.218 0.21 -0.16 -0.40 -0.2503
C 1.790 -1.227 -2.615 -1.54 -0.64 -2.18 -0.0960
C 3.098 -0.926 -2.929 -0.54 -0.14 0.07 0.3094
C 0.549 -2.584 -5.881 0.07 -2.51 -2.01 0.5619
C 1.577 -0.905 -1.274 -1.16 -0.08 2.29 0.1165
C 0.915 -1.690 -3.601 0.72 -0.38 -0.71 -0.1317
C 2.764 -1.669 -5.219 0.22 0.43 2.16 -0.1274
C -1.951 0.145 3.572 -0.15 0.64 -0.20 -0.2235
C 2.760 -0.434 -0.793 -2.28 -0.75 -0.36 0.1552
C -2.056 1.239 4.645 0.86 1.11 -0.22 -0.2226
H 1.507 0.229 2.256 0.41 -0.15 -0.55 0.4529
H -1.666 3.766 2.455 0.05 0.05 0.00 0.2108
H -3.409 3.457 5.651 0.41 -0.12 -0.35 0.2063
H -1.741 -0.774 4.119 0.24 -0.21 -0.41 0.2080
H -2.976 4.553 4.288 0.57 -0.98 0.84 0.2036
H -2.923 0.054 3.062 -0.11 -0.07 0.27 0.1749
H -1.371 -3.601 -6.312 0.46 0.12 -0.36 0.2405
H -0.942 -1.619 1.928 0.00 0.68 0.03 0.2341
H -0.377 3.057 3.436 0.46 0.27 0.31 0.1640
H -1.698 3.948 5.438 0.35 0.45 0.46 0.1703
H -2.829 0.969 5.369 -0.09 0.12 -0.22 0.2097
H -1.685 -0.494 0.776 0.25 -0.10 -0.01 0.2145
H -1.095 1.313 5.230 -0.45 -0.27 -0.42 0.1626
H -1.939 1.756 1.220 -0.22 -0.05 0.01 0.1731
H -0.210 2.065 1.400 -0.26 -0.27 0.04 0.2054
H 4.657 -0.939 -4.419 -0.20 0.01 -0.05 0.2339
H -0.804 -3.710 -4.690 -0.07 -0.43 1.15 0.2286
H -0.116 -1.889 -3.335 0.07 0.00 -0.09 0.2296
H 3.142 -1.921 -6.189 0.08 0.06 -0.30 0.2465
H -1.455 -2.167 -5.312 -0.31 -0.06 0.45 0.2229
```
Positions in Å, forces in eV/Å.

Question: What is the energy above the lowest of the compared OMol25 structures with the same formula, charge and spin in the fourth record?
Answer: 205.62 kJ/mol

Question: Among the records above, which one has the lowest energy above the lowest of the compared OMol25 structures with the same formula, charge and spin?
Answer: C18H20N2O7S2

Question: Look up the energy above the lowest of the compared OMol25 structures with the same formula, charge and spin of the fourth one.
Answer: 205.62 kJ/mol

Question: Look up the energy above the lowest of the compared OMol25 structures with the same formula, charge and spin of the first one.
Answer: 0.00 kJ/mol